1.
Computed, not measured: a single C13H21NO2 molecule, with the ωB97M-V functional and the def2-TZVPD basis.

Calculated values
Frontier orbital gap in eV: 8.701
ΔE to the lowest compared entry with this formula, charge and spin in kcal/mol: 34.4
SMILES: CCOc1ccc(OCCCN(C)C)cc1
HOMO level in eV: -7.78

Structure (ORCA input):
```
! RIJCOSX wB97M-V def2-TZVPD def2/J DEFGRID3
* xyz 0 1
O -3.793 -0.298 -2.740
O 1.625 0.046 -1.705
N 2.324 1.109 3.039
C 2.684 2.510 2.953
C 2.239 -0.309 -0.488
C -0.259 0.388 -3.046
C 0.270 -0.084 -1.843
C -4.675 -2.473 -2.046
C -4.736 -0.953 -1.920
C 2.814 0.527 4.271
C -1.604 0.292 -3.309
C -0.592 -0.653 -0.918
C 2.776 0.352 1.884
C 2.018 0.731 0.613
C -2.475 -0.280 -2.378
C -1.951 -0.751 -1.184
H -0.233 -1.034 0.025
H -2.015 0.658 -4.236
H -2.582 -1.197 -0.431
H -5.704 -0.591 -2.278
H 2.587 -0.705 2.097
H 2.409 1.087 5.113
H 3.772 2.663 2.880
H -4.829 -2.761 -3.083
H 0.415 0.828 -3.764
H 3.914 0.537 4.341
H 2.352 1.697 0.234
H 2.471 -0.504 4.345
H 2.321 3.022 3.843
H 2.207 2.957 2.084
H -3.707 -2.850 -1.726
H -5.452 -2.924 -1.434
H -4.621 -0.644 -0.873
H 0.956 0.809 0.848
H 3.305 -0.370 -0.727
H 1.907 -1.302 -0.157
H 3.863 0.469 1.718
*
```

Löwdin charges, unit e, in atom order:
1 O -0.06
2 O -0.05
3 N -0.29
4 C -0.11
5 C -0.21
6 C 0.00
7 C -0.27
8 C -0.07
9 C -0.26
10 C -0.12
11 C 0.00
12 C -0.02
13 C -0.23
14 C -0.16
15 C -0.28
16 C -0.02
17 H 0.11
18 H 0.12
19 H 0.11
20 H 0.12
21 H 0.12
22 H 0.08
23 H 0.09
24 H 0.08
25 H 0.12
26 H 0.09
27 H 0.11
28 H 0.08
29 H 0.08
30 H 0.08
31 H 0.07
32 H 0.08
33 H 0.11
34 H 0.12
35 H 0.13
36 H 0.12
37 H 0.13



2.
Computed, not measured: a molecular structure, C13H22BBeF4O4S, with the ωB97M-V functional and the def2-TZVPD basis.

Calculated values
Frontier orbital gap in eV: 10.259
ΔE to the lowest compared entry with this formula, charge and spin in kcal/mol: 4.2
HOMO level in eV: -12.92

Structure (ORCA input):
```
! RIJCOSX wB97M-V def2-TZVPD def2/J DEFGRID3
* xyz 1 1
S -0.537 0.195 -3.064
F 3.226 1.166 -0.639
F 0.997 1.097 0.205
F 2.667 -0.432 0.930
F 2.829 1.790 1.556
O -1.256 -0.393 0.341
O -0.607 1.039 -1.795
O -1.451 2.082 0.512
O -0.325 0.822 2.783
C -2.741 1.425 0.551
C 0.365 -1.259 -2.614
C -0.246 -2.477 -2.890
C -1.047 2.826 1.699
C -1.042 2.014 2.973
C 0.660 1.076 -4.044
C 0.389 -3.649 -2.505
C 1.605 -3.587 -1.838
C -2.515 -0.036 0.936
C 1.583 -1.182 -1.946
C -0.672 -1.621 0.811
C 2.197 -2.359 -1.552
C 0.637 0.534 3.794
B 2.676 0.881 0.570
Be -0.420 0.979 -0.227
H 1.244 -0.290 3.428
H 3.135 -2.311 -1.015
H -3.151 1.502 -0.453
H 1.289 1.392 3.966
H -0.588 2.646 3.742
H -1.724 3.673 1.804
H 0.359 -1.641 0.461
H 0.150 0.248 4.728
H -2.446 -0.177 2.013
H 2.097 -4.502 -1.531
H -1.229 -2.464 0.409
H -0.046 3.183 1.468
H -3.309 -0.664 0.535
H -2.065 1.789 3.300
H -0.067 -4.606 -2.724
H -1.202 -2.506 -3.403
H -3.404 1.930 1.247
H -0.685 -1.633 1.900
H 1.593 1.175 -3.492
H 0.802 0.499 -4.959
H 0.240 2.054 -4.272
H 2.037 -0.229 -1.696
*
```

Löwdin charges, unit e, in atom order:
1 S 1.10
2 F 0.20
3 F 0.01
4 F 0.19
5 F 0.22
6 O -0.20
7 O -0.41
8 O -0.13
9 O -0.21
10 C -0.07
11 C -0.39
12 C -0.08
13 C -0.07
14 C -0.19
15 C -0.19
16 C -0.06
17 C -0.04
18 C -0.10
19 C -0.07
20 C 0.02
21 C -0.04
22 C -0.05
23 B -1.04
24 Be 0.09
25 H 0.09
26 H 0.12
27 H 0.14
28 H 0.10
29 H 0.14
30 H 0.15
31 H 0.09
32 H 0.10
33 H 0.13
34 H 0.12
35 H 0.11
36 H 0.14
37 H 0.15
38 H 0.13
39 H 0.12
40 H 0.11
41 H 0.15
42 H 0.11
43 H 0.07
44 H 0.08
45 H 0.07
46 H 0.10



3.
Computed, not measured: a molecular structure, C13H22BeBr6Cl2F7N2NaO5P at a distorted geometry, with the ωB97M-V functional and the def2-TZVPD basis.

Calculated values
Frontier orbital gap in eV: 2.750
HOMO level in eV: -4.06

Structure (ORCA input):
```
! RIJCOSX wB97M-V def2-TZVPD def2/J DEFGRID3
* xyz -1 1
Br 6.372 -3.264 -0.981
Br -8.515 -8.652 -1.468
Br -6.136 -10.024 0.155
Br -6.719 -6.917 0.560
Br 9.542 -3.081 -1.183
Br 7.713 -1.269 -3.061
Cl 6.298 0.183 0.569
Cl 0.306 -0.332 2.717
P -4.869 -4.168 2.601
Na -3.947 0.931 2.600
F -5.471 -3.737 1.121
F -4.753 -2.507 2.691
F -3.799 -5.074 1.744
F -5.871 -5.493 2.442
F -3.585 -4.155 3.626
F -5.782 -4.020 3.967
F -1.329 -1.753 -0.153
O -2.806 -0.812 -1.491
O 6.096 3.907 -3.518
O 6.741 6.027 -3.109
O 4.732 5.328 -2.431
O 5.833 2.703 -0.461
N -6.428 0.857 2.354
N -1.079 0.982 0.791
C -0.727 1.838 -0.277
C 6.042 7.195 -2.670
C 7.871 -2.949 -2.134
C 2.318 0.409 0.701
C -8.501 -0.690 2.170
C -7.354 0.188 2.272
C 5.876 4.983 -3.064
C 4.928 6.608 -1.827
C -2.297 0.274 0.607
C 1.673 1.131 -0.565
C -2.194 -0.796 -0.469
C -7.475 -8.634 0.171
C 0.747 2.259 -0.079
Be 3.895 0.366 -1.166
H -0.831 1.381 -1.282
H 1.466 -0.132 1.223
H 0.854 2.401 0.994
H -8.653 -1.232 3.102
H -8.351 -1.421 1.376
H 6.538 2.171 0.012
H 6.703 7.850 -2.108
H 6.265 3.027 -1.260
H -9.405 -0.125 1.951
H 1.162 0.366 -1.149
H 5.668 7.731 -3.545
H 4.013 7.194 -1.861
H -8.161 -8.871 0.970
H 3.109 -0.329 0.410
H 7.872 -3.726 -2.883
H 2.748 1.200 1.308
H 0.927 3.174 -0.642
H 2.456 1.587 -1.208
H -3.128 0.967 0.358
H 5.220 6.463 -0.786
H -1.349 2.755 -0.292
H -2.470 -0.272 1.558
*
```

Löwdin charges, unit e, in atom order:
1 Br 0.54
2 Br 0.51
3 Br 0.54
4 Br 0.75
5 Br 0.55
6 Br 0.54
7 Cl -0.26
8 Cl -0.04
9 P 0.36
10 Na 0.64
11 F -0.23
12 F -0.24
13 F -0.20
14 F -0.38
15 F -0.20
16 F -0.21
17 F 0.13
18 O 0.14
19 O 0.16
20 O 0.06
21 O 0.06
22 O -0.23
23 N 0.14
24 N -0.13
25 C -0.31
26 C -0.12
27 C -1.65
28 C -0.19
29 C -0.04
30 C -0.22
31 C -0.58
32 C -0.11
33 C -0.27
34 C -0.28
35 C -0.46
36 C -1.64
37 C -0.17
38 Be 0.70
39 H 0.11
40 H -0.12
41 H 0.11
42 H 0.10
43 H 0.10
44 H -0.10
45 H 0.13
46 H -0.01
47 H 0.09
48 H 0.10
49 H 0.13
50 H 0.13
51 H -0.04
52 H 0.00
53 H -0.04
54 H 0.08
55 H 0.10
56 H 0.02
57 H 0.12
58 H 0.14
59 H 0.12
60 H 0.08